The following is a quantum chemistry calculation of one molecule with the formula C3H3N5, from the OMol25 dataset.

For the HOMO-LUMO gap, the calculation gives 8.45 eV. The energy relative to the best compared isomer or geometry (same formula, charge and spin) is 1.936 eV. The structure (SMILES) is [H]/N=c1/ncncnn1. The calculation puts the calculated total energy at -389.79752 hartree. The calculation puts the strongest force on any atom at 2.07 eV Å⁻¹.

Cartesian coordinates (Å):
C  1.172470  0.233315  -0.108079
C  -0.864994  1.285826  -0.335079
C  -1.204271  -0.875000  0.334022
H  2.506006  -0.689445  0.750031
H  -1.433290  2.153713  -0.650495
H  -1.740799  -1.611341  0.906563
N  2.174060  0.245186  0.623119
N  0.415023  1.372539  -0.551525
N  -1.589378  0.348525  0.383473
N  -0.271197  -1.460168  -0.513760
N  0.836373  -1.003145  -0.838273

Atomic forces in eV per Å
C -0.3230 0.6122 -1.4592
C 1.2954 0.9754 -0.0925
C 0.0421 0.5721 0.4050
H 0.6430 -0.7181 -0.0841
H -0.1863 -0.1006 -0.0855
H -0.1804 -0.1979 0.1745
N -0.0999 1.0988 1.0389
N -0.6560 -1.8256 0.7168
N 0.4519 -0.3829 -0.4252
N 0.3214 -0.8931 -0.8083
N -1.3081 0.8597 0.6194

---

The following is a quantum chemistry calculation of a 2-piece molecular cluster, C5H10O overall, from the OMol25 dataset.

For the HOMO-LUMO gap, the calculation gives 10.86 eV. The energy relative to the best compared isomer or geometry (same formula, charge and spin) is 3.153 eV. The structure (SMILES) is C1CC1.CC=O. The calculation puts the calculated total energy at -271.63676 hartree. The calculation puts the strongest force on any atom at 2.54 eV Å⁻¹.

Cartesian coordinates (Å):
O  -2.120902  0.746390  1.056547
C  -1.020197  1.145652  1.374619
C  -0.051439  1.694810  0.438574
C  0.130406  -0.868539  0.051702
C  0.994442  -0.714743  -1.174717
C  0.152595  -1.937036  -0.976687
H  -0.852222  -0.428231  0.155156
H  -0.667638  1.233649  2.417908
H  -0.648288  2.608767  0.897666
H  1.025336  1.672269  0.659027
H  -0.252639  1.586400  -0.627672
H  0.652465  -1.029947  0.994519
H  0.730397  -0.013721  -1.964824
H  2.068374  -0.824898  -1.033308
H  -0.754271  -2.000556  -1.571263
H  0.613582  -2.870267  -0.697249

Atomic forces in eV per Å
O -0.0251 0.3155 0.6734
C -0.3428 -1.3043 0.2125
C -0.8150 2.0214 0.4755
C -0.1288 -0.6698 -0.0124
C 0.0537 0.0971 -0.0317
C 0.0228 -0.5709 -0.1005
H 0.6613 -0.2484 -0.5237
H -0.3388 -0.1256 0.2423
H 1.9491 0.6357 -1.4939
H -0.6882 0.2667 0.3761
H -0.2703 0.1520 0.4263
H -0.1197 -0.0895 -0.1695
H -0.0577 -0.1560 0.1924
H -0.2416 0.0494 0.0198
H 0.2048 -0.1929 0.0579
H 0.1365 -0.1802 -0.3444

---

The following is a quantum chemistry calculation of an isolated ion of composition C11H9N2O2 and charge -1, from the OMol25 dataset.

For the HOMO-LUMO gap, the calculation gives 7.32 eV. The energy relative to the best compared isomer or geometry (same formula, charge and spin) is 0.000 eV. The structure (SMILES) is Cc1c(-c2ccccc2)cnn1C(=O)[O-]. The calculation puts the calculated total energy at -684.55731 hartree. The total charge is -1. The calculation puts the strongest force on any atom at 7.00 eV Å⁻¹.

Cartesian coordinates (Å):
C  -1.215792  1.398244  3.327155
C  -1.673846  1.771188  2.067606
C  -0.194708  0.437960  3.448993
C  -1.101606  1.209207  0.922885
C  0.381409  -0.095123  2.309366
C  -0.063629  0.251822  1.000872
C  1.935178  -1.078211  -0.181743
C  0.753565  -0.275939  -0.051391
C  1.382541  -1.524248  -3.795495
C  0.345280  -0.342603  -1.679126
C  -1.028669  -0.067576  -2.130893
N  2.249707  -1.435374  -1.426258
N  1.337110  -1.019119  -2.242659
O  1.851146  -2.628055  -3.914599
O  0.875643  -0.668350  -4.449522
H  -1.717011  1.928440  4.202496
H  -2.354262  2.508753  1.931306
H  0.090507  0.381868  4.443824
H  -1.395500  1.598758  0.046478
H  1.260710  -0.854604  2.321604
H  2.626652  -1.412852  0.467554
H  -1.209655  0.931162  -2.203961
H  -1.721807  -0.309565  -1.389142
H  -1.412964  -0.705785  -3.025347

Atomic forces in eV per Å
C -1.2391 0.8292 0.2094
C 2.7162 -2.6576 0.2008
C -1.1950 1.5701 -1.4660
C 1.2966 -1.4139 2.8572
C 1.0736 -1.4101 -0.0362
C 0.6356 0.4152 1.5556
C -2.6300 1.8450 -1.9816
C -0.2424 -1.6156 -6.8080
C 0.2116 -0.6924 1.5297
C 1.1959 -0.2588 5.2936
C 0.0522 -3.1218 -2.3098
N 1.2574 -0.5420 1.4993
N -1.8768 0.3895 -0.6786
O 0.3550 -0.4410 0.0072
O -1.0184 1.6587 -1.9571
H 1.0406 -1.0198 -0.9306
H -2.1604 2.1121 -0.1884
H 1.1926 -1.1386 1.5791
H -0.9138 1.0675 -3.2379
H -1.6717 1.4820 0.4013
H 1.9975 -0.7002 2.7638
H -0.3402 3.0175 -1.2059
H -0.8830 -0.8799 1.7810
H 1.1462 1.5047 1.1224